i | One molecule with the formula C4H6O2. Source: the OMol25 dataset; level of theory: ωB97M-V/def2-TZVPD.

```
12
C4H6O2 ωB97M-V/def2-TZVPD
C -1.7089 -0.1664 0.2176
C -0.3531 -0.6034 -0.2438
C 1.1798 0.9918 0.0057
C 1.8065 -0.2473 -0.0957
O 2.6718 -0.8712 -0.5866
O 0.4569 -1.1859 0.5512
H -1.6886 0.0992 1.2768
H -2.4094 -1.0012 0.0829
H -2.0670 0.6744 -0.3819
H -0.2206 -0.7165 -1.3234
H 1.7314 1.8407 -0.4000
H 0.6012 1.1858 0.8972
```

Values from the calculation:
- highest occupied orbital energy (eV) = -9.1
- total charge = 0
- frontier orbital gap (eV) = 9.60

---

ii | One molecule with the formula C4H6O2. Source: the OMol25 dataset; level of theory: ωB97M-V/def2-TZVPD.

```
12
C4H6O2 ωB97M-V/def2-TZVPD
C 1.2339 0.4358 0.2631
C 0.0038 -0.2425 -0.3258
C -0.6366 -1.2127 0.6588
O -1.7967 -1.5429 0.6293
C -1.0469 0.7464 -0.8054
O -0.9424 1.9390 -0.6579
H 1.6413 1.1693 -0.4364
H 0.9802 0.9681 1.1849
H 2.0127 -0.3003 0.4885
H 0.2842 -0.8538 -1.1998
H 0.0518 -1.6087 1.4365
H -1.9287 0.2996 -1.3018
```

Values from the calculation:
- highest occupied orbital energy (eV) = -9.9
- total charge = 0
- SMILES = CC(C=O)C=O
- frontier orbital gap (eV) = 10.61

---

Which structure is the least stable? The one labeled i.

---

i | A 2-piece molecular cluster, C5H17N2O overall. Source: the OMol25 dataset; level of theory: ωB97M-V/def2-TZVPD.

```
25
C5H17N2O ωB97M-V/def2-TZVPD
N -0.5153 0.2852 2.1130
C 0.6535 1.1485 1.7258
C 1.6345 0.2493 0.9157
N 0.8892 -0.2569 -0.2221
C 1.1646 0.4032 -1.5093
C 0.5232 -0.4065 -2.6256
C -0.9952 -0.1150 -2.7246
H -1.3404 0.3926 1.5300
H -0.1898 -0.6645 1.9413
H -0.8412 0.3153 3.0770
H 0.2694 1.9031 1.0484
H 1.2047 1.6039 2.5447
H 2.4748 0.8793 0.6319
H 1.9462 -0.5395 1.6027
H 0.9053 -1.2614 -0.3219
H 2.2242 0.6473 -1.6282
H 0.6809 1.3853 -1.4536
H 0.5949 -1.4771 -2.4309
H 0.9804 -0.1950 -3.5890
H -1.4698 0.1564 -1.7821
H -1.4495 -0.9643 -3.2034
H -1.1197 0.7816 -3.3334
H -3.3404 -0.9569 2.8255
H -2.3132 -2.0999 2.5607
O -2.5711 -1.2140 2.3075
```

Values from the calculation:
- highest occupied orbital energy (eV) = -12.8
- total charge = +1
- frontier orbital gap (eV) = 9.54

---

ii | A 2-piece molecular cluster, C5H17N2O overall. Source: the OMol25 dataset; level of theory: ωB97M-V/def2-TZVPD.

```
25
C5H17N2O ωB97M-V/def2-TZVPD
N -1.2722 -0.6663 0.3139
C -0.4717 -0.4228 1.5365
C 0.2923 -1.5973 2.1023
C 0.4437 0.8023 1.2968
N -0.1822 1.7446 0.3401
C 0.5347 1.7674 -0.9579
C -0.3466 1.1707 -2.0238
H -1.9686 -1.4155 0.3746
H -1.8498 0.1648 0.1329
H -0.7290 -0.8097 -0.5591
H -1.1780 -0.1733 2.3399
H 0.6423 -1.3284 3.0893
H 1.2544 -1.8572 1.6345
H -0.2558 -2.5325 1.9891
H 0.6953 1.2517 2.2536
H 1.3434 0.3835 0.8391
H -0.1950 2.6853 0.7001
H 0.9223 2.7599 -1.2490
H 1.5368 1.3272 -1.0276
H -1.2786 1.7338 -2.0352
H -0.4697 0.0946 -1.8808
H -0.0242 1.2417 -3.0607
H 0.5774 -2.2061 -2.7943
H 1.3397 -2.2993 -1.4433
O 0.6393 -1.8191 -1.9110
```

Values from the calculation:
- highest occupied orbital energy (eV) = -13.4
- total charge = +1
- frontier orbital gap (eV) = 10.50

---

iii | A 2-piece molecular cluster, C5H17N2O overall. Source: the OMol25 dataset; level of theory: ωB97M-V/def2-TZVPD.

```
25
C5H17N2O ωB97M-V/def2-TZVPD
C 1.8378 -1.8707 0.6925
C 0.5841 -1.0814 0.9844
C -0.4915 -1.3236 -0.0421
C -1.7941 -0.5359 0.1600
C -2.2677 0.0010 -1.1790
N -1.3227 1.0731 -1.5657
N 0.9309 0.3949 0.8495
H 2.2726 -1.5242 -0.2472
H 2.6340 -1.7810 1.4349
H 1.6612 -2.9287 0.5712
H 0.1990 -1.2386 1.9962
H -0.0696 -1.2199 -1.0435
H -0.6965 -2.3954 -0.0936
H -2.5363 -1.2093 0.5841
H -1.6335 0.2522 0.8949
H -3.3041 0.3337 -1.1222
H -2.2027 -0.8310 -1.8762
H -1.6851 1.9332 -1.1640
H -1.3780 1.2540 -2.5728
H 0.5466 0.8297 -0.0075
H 0.6183 1.0099 1.5993
H 1.9282 0.5806 0.7351
H 2.7720 3.2949 0.4776
H 1.4961 3.8992 -0.1943
O 1.9009 3.0833 0.1282
```

Values from the calculation:
- highest occupied orbital energy (eV) = -13.5
- total charge = +1
- frontier orbital gap (eV) = 10.61

---

Which structure is the least stable? The one labeled ii.

---

i | C4H5N3OS as an isolated structure. Source: the OMol25 dataset; level of theory: ωB97M-V/def2-TZVPD.

```
14
C4H5N3OS ωB97M-V/def2-TZVPD
C -0.0312 1.6743 0.2776
C 0.8024 0.4990 0.0107
C 0.5057 -0.9562 0.0641
C -0.8484 -1.5772 0.3560
H -1.0437 1.3847 1.0165
H -0.3568 2.0182 -0.7684
H 0.6735 2.5925 0.9084
H -0.7939 -2.4445 0.7793
H -1.0276 0.0301 -1.1045
N 2.0250 0.6778 -0.2845
N 1.4830 -1.7218 -0.0219
N -2.0426 -1.2713 -0.0513
O -2.0946 -0.1125 -0.8559
S 2.7491 -0.7931 -0.3262
```

Values from the calculation:
- highest occupied orbital energy (eV) = -9.6
- total charge = 0
- frontier orbital gap (eV) = 9.40

---

ii | A 3-piece molecular cluster, C4H5N3OS overall. Source: the OMol25 dataset; level of theory: ωB97M-V/def2-TZVPD.

```
14
C4H5N3OS ωB97M-V/def2-TZVPD
C 0.5639 -0.4088 -1.7303
C 0.7569 0.6699 -0.6400
C 0.3070 0.7304 0.7399
C -0.6971 -0.1233 1.3569
H 1.9710 -0.4795 -2.2805
H 0.2063 -1.5465 -1.2430
H -0.3093 0.1034 -3.0052
H -0.5272 -0.1063 2.4117
H -2.5396 -2.4897 1.3714
N 1.3347 1.7724 -1.0743
N 0.8619 1.7057 1.4254
N -1.4047 -1.0150 0.6179
O -2.1163 -1.6090 1.7437
S 1.5924 2.7962 0.3062
```

Values from the calculation:
- highest occupied orbital energy (eV) = -9.2
- total charge = 0
- frontier orbital gap (eV) = 8.66

---

iii | A 2-piece molecular cluster, C4H5N3OS overall. Source: the OMol25 dataset; level of theory: ωB97M-V/def2-TZVPD.

```
14
C4H5N3OS ωB97M-V/def2-TZVPD
C -0.7492 -1.2972 0.0651
C -0.2944 -0.0166 0.0495
C -1.2406 1.0472 0.3892
C 1.0911 0.3828 -0.3055
N -2.0251 -1.6195 0.4116
N -2.4910 0.5331 0.7422
N -2.8336 -0.7405 0.7398
O -1.0338 2.2384 0.3846
S -5.5314 0.1186 -0.4609
H -0.1203 -2.1362 -0.1930
H 1.4670 1.0829 0.4386
H 1.0859 0.9049 -1.2631
H 1.7470 -0.4812 -0.3725
H -3.2234 1.1941 0.9874
```

Values from the calculation:
- highest occupied orbital energy (spin up / spin down) (eV) = -9.8 / -9.8
- total charge = 0
- frontier orbital gap (spin up / spin down) (eV) = 7.11 / 7.09

---

Which structure is the least stable? The one labeled ii.

---

i | One molecule with the formula C7H10. Source: the OMol25 dataset; level of theory: ωB97M-V/def2-TZVPD.

```
17
C7H10 ωB97M-V/def2-TZVPD
C 2.3437 0.0720 -1.2919
C 1.3415 0.2898 -0.6576
C 0.0306 0.4842 -0.0616
C -0.3085 -0.3342 1.1785
C 0.0102 -1.8162 1.0001
C -1.0352 0.6782 -1.1212
C -0.6476 1.8234 -0.2390
H 3.2362 -0.0937 -1.8539
H -1.3820 -0.1976 1.3840
H 0.2343 0.0616 2.0478
H -0.5060 -2.2156 0.1203
H -0.2948 -2.4002 1.8741
H 1.0840 -1.9721 0.8489
H -0.6707 0.6677 -2.1434
H -2.0018 0.2059 -0.9754
H -1.3485 2.0947 0.5488
H -0.0855 2.6521 -0.6582
```

Values from the calculation:
- highest occupied orbital energy (eV) = -9.3
- total charge = 0
- SMILES = C#CC1(CC)CC1
- frontier orbital gap (eV) = 10.43

---

ii | One molecule with the formula C7H10. Source: the OMol25 dataset; level of theory: ωB97M-V/def2-TZVPD.

```
17
C7H10 ωB97M-V/def2-TZVPD
C 0.0127 2.1578 -2.1933
C -0.3844 1.3549 -1.2434
C -0.6678 0.9399 0.1286
C 0.7849 0.4985 0.6448
C 0.5108 -0.2065 2.0626
C 0.1410 -0.2172 -0.5351
C -0.2323 -1.6486 -0.7976
H 0.6420 1.8257 -2.9833
H -0.6075 3.0324 -2.4211
H -1.5420 0.9325 0.7066
H 1.5822 1.2074 0.5246
H -0.3092 0.2556 2.5533
H 1.2696 -0.3810 2.7341
H 0.2029 -1.2640 1.7271
H -1.2384 -1.7653 -0.2622
H 0.5246 -2.2500 -0.3041
H -0.5342 -1.9011 -1.9135
```

Values from the calculation:
- highest occupied orbital energy (eV) = -8.4
- total charge = 0
- SMILES = C=C1[C@@H]2[C@@H](C)[C@]12C
- frontier orbital gap (eV) = 9.44

---

iii | One molecule with the formula C7H10. Source: the OMol25 dataset; level of theory: ωB97M-V/def2-TZVPD.

```
17
C7H10 ωB97M-V/def2-TZVPD
C 0.3027 2.6207 0.6816
C -0.2202 1.8959 -0.2705
C -0.7408 1.1482 -1.2101
C -0.4283 -0.3235 -1.4386
C 0.8036 -0.7642 -0.6969
C 0.8480 -1.3575 0.4948
C -0.3247 -1.7325 1.3522
H -0.2400 2.7837 1.6108
H 1.2862 3.0789 0.6060
H -1.4199 1.6208 -1.9179
H -1.2926 -0.9592 -1.2021
H -0.2644 -0.4580 -2.5163
H 1.7431 -0.4944 -1.1767
H 1.8303 -1.5739 0.9155
H -0.3035 -2.7981 1.6093
H -0.3002 -1.1714 2.2945
H -1.2791 -1.5155 0.8645
```

Values from the calculation:
- highest occupied orbital energy (eV) = -9.2
- total charge = 0
- SMILES = C=C=CC/C=C\C
- frontier orbital gap (eV) = 10.27

---

iv | C7H10 as an isolated structure. Source: the OMol25 dataset; level of theory: ωB97M-V/def2-TZVPD.

```
17
C7H10 ωB97M-V/def2-TZVPD
C -0.2269 -0.0146 -1.2048
C 1.1098 0.2446 -0.7746
C -1.1613 1.1084 -1.5155
C 0.6174 0.0041 1.0497
C 1.5946 -0.7287 1.7252
C -0.7374 -0.6363 0.9080
C -1.7227 -1.1697 1.3918
H -0.4585 -0.9876 -1.6201
H 1.5081 1.2429 -0.9244
H 1.8539 -0.5000 -1.0279
H 0.4218 1.0466 1.3077
H -2.1716 0.7413 -1.6989
H -0.8187 1.6707 -2.3906
H -1.2008 1.8235 -0.6887
H 1.3509 -1.6714 2.1907
H 2.6348 -0.5277 1.5085
H -2.5934 -1.6462 1.7638
```

Values from the calculation:
- highest occupied orbital energy (spin up / spin down) (eV) = -7.0 / -7.5
- total charge = 0
- frontier orbital gap (spin up / spin down) (eV) = 7.34 / 8.09

---

Which structure is the least stable? The one labeled iv.